w) {
  "formula": "C4H11N2O2",
  "method": "ωB97M-V with the def2-TZVPD basis set",
  "species": ["O", "O", "N", "N", "C", "C", "C", "C", "H", "H", "H", "H", "H", "H", "H", "H", "H", "H", "H"],
  "xyz": [[-0.376, 0.714, -1.203], [-1.495, -1.054, 0.532], [1.580, 0.626, 0.656], [0.492, -0.304, -1.133], [2.052, -1.727, 0.033], [1.417, -0.383, -0.205], [-2.020, 0.112, 0.238], [-3.128, 0.228, -0.778], [-2.579, 0.672, -1.555], [-3.970, 0.760, -0.401], [0.360, -1.258, -1.723], [2.134, 0.479, 1.605], [1.309, -2.529, 0.172], [2.368, -1.860, -0.962], [-3.331, -0.740, -1.193], [2.934, -1.640, 0.730], [-1.732, -1.888, 0.051], [0.998, 1.352, 0.374], [-1.671, 0.848, 0.998]],
  "orbital_gap_ev": 8.7,
  "charge": 1,
  "spin_multiplicity": 1
}

=====

x) {
  "formula": "C4H11N2O2",
  "method": "ωB97M-V with the def2-TZVPD basis set",
  "species": ["O", "O", "N", "N", "C", "C", "C", "C", "H", "H", "H", "H", "H", "H", "H", "H", "H", "H", "H"],
  "xyz": [[1.953, -0.597, 1.300], [2.226, 0.650, -1.169], [-0.732, -0.419, 1.133], [-1.257, 1.603, 0.687], [-1.271, 0.928, -0.522], [-0.905, 0.794, 1.674], [-0.923, -1.604, -1.058], [-0.995, -0.366, -0.241], [0.105, -1.890, -1.222], [2.699, -1.144, 1.041], [-1.419, 2.608, 0.708], [-0.604, 1.145, 2.650], [2.349, 1.589, -1.051], [1.624, -0.106, 0.564], [-1.400, -1.409, -2.042], [2.127, 0.428, -2.093], [-0.818, -1.289, 1.642], [-1.250, 1.450, -1.448], [-1.509, -2.372, -0.551]],
  "orbital_gap_ev": 10.9,
  "charge": 1,
  "spin_multiplicity": 1
}

=====

Stability, highest: x)

=====

w) {
  "formula": "C2H2ClP",
  "method": "ωB97M-V with the def2-TZVPD basis set",
  "species": ["Cl", "P", "C", "C", "H", "H"],
  "xyz": [[-1.969, 0.550, 0.412], [0.399, -0.206, -1.528], [-0.229, -0.436, 0.075], [1.002, 0.345, -0.046], [-0.361, -1.404, 0.507], [1.158, 1.151, 0.580]],
  "smiles": "Cl[C@@H]1C=P1",
  "orbital_gap_ev": 8.8,
  "charge": 0,
  "spin_multiplicity": 1
}

=====

x) {
  "formula": "C2H2ClP",
  "method": "ωB97M-V with the def2-TZVPD basis set",
  "species": ["Cl", "P", "C", "C", "H", "H"],
  "xyz": [[-2.294, -2.264, -0.446], [-0.168, -0.323, 0.567], [0.871, 0.913, 0.119], [-1.069, -1.156, -0.563], [1.855, 0.923, -0.377], [0.806, 1.906, 0.700]],
  "smiles": "C=P#CCl",
  "orbital_gap_ev": [7.1, 7.2],
  "charge": 0,
  "spin_multiplicity": 1
}

=====

Stability, highest: w)

=====

w) {
  "formula": "C9H32N6O7",
  "method": "ωB97M-V with the def2-TZVPD basis set",
  "species": ["O", "O", "O", "O", "O", "O", "O", "N", "N", "N", "N", "N", "N", "C", "C", "C", "C", "C", "C", "C", "C", "C", "H", "H", "H", "H", "H", "H", "H", "H", "H", "H", "H", "H", "H", "H", "H", "H", "H", "H", "H", "H", "H", "H", "H", "H", "H", "H", "H", "H", "H", "H", "H", "H"],
  "xyz": [[-0.296, 1.441, -3.258], [-0.541, -4.714, 1.456], [-1.778, -2.302, 1.871], [-0.311, 0.512, 2.544], [0.858, -2.369, -1.757], [1.227, -0.991, 0.569], [1.202, 3.091, 0.551], [-1.163, -1.759, -2.503], [0.161, -2.610, -4.044], [-0.480, 4.527, -0.152], [-1.508, -0.836, 0.072], [-1.030, 2.953, 1.167], [-3.562, -1.218, 0.857], [0.306, 0.679, 3.803], [1.729, 2.269, -2.341], [2.316, -0.018, 0.567], [-0.074, 3.482, 0.468], [-0.020, -2.219, -2.779], [0.037, -4.299, 0.239], [0.574, 1.262, -2.107], [-2.265, -1.480, 0.874], [1.145, 1.961, 3.838], [1.039, -3.876, 0.386], [1.095, -2.919, -4.349], [2.015, 1.804, 3.182], [0.001, -5.146, -0.464], [1.307, -1.594, -0.176], [1.901, 0.847, 1.050], [-0.711, 2.128, 1.723], [2.535, 2.002, -1.684], [-1.720, 0.036, -0.506], [-1.340, 4.931, 0.194], [-0.400, 0.671, 4.647], [0.938, 0.238, -2.257], [-0.546, -3.438, -0.128], [-4.224, -1.870, 1.418], [-0.013, 0.951, -4.075], [-1.892, -1.544, -3.150], [0.180, 5.034, -0.810], [0.553, 2.733, 3.339], [2.586, 0.171, -0.457], [0.914, -0.175, 3.935], [0.107, 1.406, -1.087], [1.440, 2.265, 4.845], [1.326, 3.241, -2.128], [-0.685, -2.819, -4.641], [-3.897, -0.731, 0.048], [-2.036, 3.076, 0.922], [-1.358, -1.441, -1.598], [2.188, 2.187, -3.384], [-0.514, -1.054, 0.166], [0.239, -0.125, 2.041], [3.206, -0.417, 1.105], [-0.780, -3.942, 1.957]],
  "smiles": "NC(N)=O.NC(N)=O.NC(N)=O.CCO.CCO.CO.CO",
  "orbital_gap_ev": 8.7,
  "charge": 0,
  "spin_multiplicity": 1
}

=====

x) {
  "formula": "C9H32N6O7",
  "method": "ωB97M-V with the def2-TZVPD basis set",
  "species": ["O", "O", "O", "O", "O", "O", "O", "N", "N", "N", "N", "N", "N", "C", "C", "C", "C", "C", "C", "C", "C", "C", "H", "H", "H", "H", "H", "H", "H", "H", "H", "H", "H", "H", "H", "H", "H", "H", "H", "H", "H", "H", "H", "H", "H", "H", "H", "H", "H", "H", "H", "H", "H", "H"],
  "xyz": [[1.935, -3.504, 2.799], [3.840, -0.267, 0.221], [-1.784, 1.509, -0.850], [1.419, -1.489, -3.225], [-1.053, 2.366, -3.575], [-2.545, 1.188, 3.375], [-0.151, 0.618, -0.362], [1.107, 3.176, -3.663], [1.934, -0.425, -0.954], [0.350, 2.210, -1.821], [1.856, 0.018, 1.078], [-1.221, -0.542, 3.052], [-3.309, -0.833, 2.864], [0.182, 0.188, -2.380], [0.841, -1.555, 1.876], [0.597, -0.490, -3.680], [-0.451, -0.582, 0.358], [0.023, 2.630, -3.057], [-1.988, 2.073, 0.465], [-2.355, 0.021, 3.088], [2.625, -0.319, 0.120], [0.753, -2.783, 2.881], [-0.475, 0.129, 2.934], [-1.242, 2.820, 0.733], [0.437, -1.204, 0.470], [1.026, 0.761, -1.995], [2.137, -3.928, 3.637], [0.902, -2.070, -2.662], [-1.172, -1.117, -0.261], [-0.022, -3.518, 2.663], [-2.938, 2.607, 0.471], [1.162, 0.050, -4.440], [0.006, -0.865, 1.998], [-0.287, -0.947, -4.126], [1.118, 3.365, -4.656], [1.302, 2.261, -1.485], [-2.461, 0.845, -1.001], [0.884, -0.131, 0.845], [0.846, -1.990, 0.876], [-0.923, -0.444, 1.331], [-2.133, 1.384, 1.298], [-0.582, 0.874, -2.745], [-1.159, -1.535, 2.881], [2.125, 0.372, 1.985], [1.785, 3.441, -2.963], [-0.243, -0.415, -1.577], [-1.001, 1.064, -0.373], [-2.972, -1.696, 2.461], [-4.272, -0.733, 3.151], [-0.304, 1.771, -1.189], [2.399, -0.771, -1.782], [0.654, -2.497, 3.928], [0.997, -0.049, -0.980], [1.801, -1.045, 1.960]],
  "orbital_gap_ev": 7.5,
  "charge": 0,
  "spin_multiplicity": 1
}

=====

Stability, highest: w)

=====

w) {
  "formula": "C9H18N",
  "method": "ωB97M-V with the def2-TZVPD basis set",
  "species": ["N", "C", "C", "C", "C", "C", "C", "C", "C", "C", "H", "H", "H", "H", "H", "H", "H", "H", "H", "H", "H", "H", "H", "H", "H", "H", "H", "H"],
  "xyz": [[1.173, 0.718, -0.871], [-1.619, -0.636, 1.226], [1.386, -0.761, 1.069], [-0.886, -1.439, -1.112], [-1.925, 0.831, -0.774], [0.107, 1.628, 1.301], [2.461, -0.942, 0.350], [0.313, 0.485, 0.346], [-1.067, -0.170, -0.134], [2.523, 0.089, -0.718], [-0.571, 2.420, 0.899], [1.140, 2.053, 1.520], [0.033, -1.511, -1.640], [-1.031, -2.396, -0.576], [0.669, 0.217, -1.663], [-2.627, -1.206, 1.010], [2.806, -0.426, -1.602], [-2.434, 1.523, -0.140], [-0.950, -1.394, 1.617], [-1.729, 0.151, 1.873], [1.046, -1.268, 1.965], [-0.471, 1.207, 2.257], [3.042, -1.803, 0.158], [-2.689, 0.204, -1.076], [3.354, 0.839, -0.400], [-1.664, 1.340, -1.686], [1.165, 1.674, -1.264], [-1.556, -1.427, -1.937]],
  "smiles": "CC(C)(C)[C@@]1(C)C=CC[NH2+]1",
  "orbital_gap_ev": 10.9,
  "charge": 1,
  "spin_multiplicity": 1
}

=====

x) {
  "formula": "C9H18N",
  "method": "ωB97M-V with the def2-TZVPD basis set",
  "species": ["N", "C", "C", "C", "C", "C", "C", "C", "C", "C", "H", "H", "H", "H", "H", "H", "H", "H", "H", "H", "H", "H", "H", "H", "H", "H", "H", "H"],
  "xyz": [[-1.597, -0.114, -0.914], [-0.791, -0.576, 0.300], [-1.279, 0.303, 1.403], [-2.060, 1.302, 0.942], [-0.656, -2.099, 0.570], [-2.266, 1.193, -0.559], [1.409, 0.083, -0.090], [1.146, 1.518, -0.259], [2.035, -0.406, 1.195], [1.858, -0.459, -1.420], [2.705, 0.243, -1.885], [-1.138, -0.119, -1.818], [1.010, 1.833, -1.302], [-0.362, -2.306, 1.537], [-2.263, -0.812, -1.223], [0.323, 1.802, 0.343], [2.079, 2.074, 0.167], [0.198, -2.595, 0.131], [1.026, -0.227, -2.207], [3.050, -0.259, 0.936], [-1.794, 2.029, -1.124], [1.967, -1.512, 1.237], [-1.040, 0.190, 2.445], [1.571, -0.110, 2.056], [-3.359, 1.105, -0.814], [2.256, -1.468, -1.474], [-2.515, 2.129, 1.512], [-1.514, -2.741, 0.316]],
  "orbital_gap_ev": 8.5,
  "charge": 1,
  "spin_multiplicity": 1
}

=====

Stability, highest: w)

=====

w) {
  "formula": "C2H10N",
  "method": "ωB97M-V with the def2-TZVPD basis set",
  "species": ["N", "C", "C", "H", "H", "H", "H", "H", "H", "H", "H", "H", "H"],
  "xyz": [[-1.923, 0.237, -0.093], [1.327, 0.329, -0.550], [0.974, -0.693, 0.635], [0.681, 0.330, -1.475], [0.621, -1.865, 0.283], [-1.415, 0.098, 0.809], [-1.981, 1.247, -0.074], [-2.724, -0.352, -0.239], [-1.145, 0.030, -0.778], [2.386, 0.404, -0.959], [1.805, -0.726, 1.371], [0.137, -0.377, 1.219], [1.258, 1.338, -0.149]],
  "orbital_gap_ev": 11.8,
  "charge": 1,
  "spin_multiplicity": 1
}

=====

x) {
  "formula": "C2H10N",
  "method": "ωB97M-V with the def2-TZVPD basis set",
  "species": ["N", "C", "C", "H", "H", "H", "H", "H", "H", "H", "H", "H", "H"],
  "xyz": [[-1.596, 0.801, 0.932], [0.631, -1.225, -0.284], [1.353, 0.019, -0.856], [-0.675, 0.632, 0.527], [-1.817, 1.770, 0.639], [0.743, 0.462, -1.634], [-2.336, 0.161, 0.644], [1.287, 0.915, -0.195], [1.273, -2.025, 0.071], [0.078, -0.743, 0.542], [-1.438, 0.914, 1.934], [2.397, -0.001, -1.161], [0.100, -1.679, -1.161]],
  "orbital_gap_ev": 11.3,
  "charge": 1,
  "spin_multiplicity": 1
}

=====

Stability, highest: x)

=====

w) {
  "formula": "C4H7FN2",
  "method": "ωB97M-V with the def2-TZVPD basis set",
  "species": ["F", "N", "N", "C", "C", "C", "C", "H", "H", "H", "H", "H", "H", "H"],
  "xyz": [[-3.092, -1.178, -0.335], [1.722, -0.478, 0.421], [-0.253, -0.162, -0.872], [-2.031, -1.711, 0.453], [1.022, 1.844, -0.151], [0.849, 0.262, -0.060], [-0.739, -1.321, -0.155], [-2.389, -2.550, 1.003], [-0.864, 0.378, -1.356], [2.010, 2.142, -0.671], [0.231, 2.558, -0.656], [1.001, 2.064, 0.981], [2.510, 0.002, 0.906], [0.022, -1.849, 0.492]],
  "smiles": "[H]/N=C(\\C)N/C=C\\F",
  "orbital_gap_ev": 9.3,
  "charge": 0,
  "spin_multiplicity": 1
}

=====

x) {
  "formula": "C4H7FN2",
  "method": "ωB97M-V with the def2-TZVPD basis set",
  "species": ["F", "N", "N", "C", "C", "C", "C", "H", "H", "H", "H", "H", "H", "H"],
  "xyz": [[-0.538, -2.522, -0.452], [1.277, -0.809, 0.803], [2.084, -0.260, 1.742], [0.652, 0.102, 0.131], [-1.292, 1.305, -0.917], [-1.101, -1.341, -0.948], [-0.555, -0.139, -0.761], [-1.352, 1.550, 0.362], [2.671, -0.899, 2.583], [2.689, 0.400, 1.143], [-2.480, 1.052, -1.184], [1.073, 1.164, 0.356], [-2.270, -1.676, -1.279], [-0.860, 2.074, -1.578]],
  "smiles": "CC(=C/F)/C=N/N",
  "orbital_gap_ev": 9.1,
  "charge": 0,
  "spin_multiplicity": 1
}

=====

Stability, highest: w)

=====

w) {
  "formula": "C7H12O3",
  "method": "ωB97M-V with the def2-TZVPD basis set",
  "species": ["O", "O", "O", "C", "C", "C", "C", "C", "C", "C", "H", "H", "H", "H", "H", "H", "H", "H", "H", "H", "H", "H"],
  "xyz": [[1.452, 0.407, 1.498], [-1.803, -1.258, 0.965], [1.652, -1.177, -0.236], [0.356, 2.163, -0.220], [-2.581, 0.714, -0.096], [-0.389, -0.350, -0.852], [0.624, 0.708, -0.653], [0.501, -1.551, -0.780], [-1.503, -0.291, 0.220], [1.730, 0.198, 0.081], [0.119, 2.164, 0.867], [2.632, 0.707, -0.061], [0.063, -2.370, -0.079], [-2.654, 1.829, -0.607], [0.767, -2.074, -1.665], [1.612, -0.407, 2.001], [-0.490, 2.591, -0.845], [1.040, 0.936, -1.708], [1.304, 2.659, -0.305], [-0.776, -0.164, -1.854], [-3.096, 0.806, 0.799], [-3.351, 0.008, -0.552]],
  "smiles": "CC(=O)[C@@H]1CO[C@H](O)[C@@H]1C",
  "orbital_gap_ev": 10.4,
  "charge": 0,
  "spin_multiplicity": 1
}

=====

x) {
  "formula": "C7H12O3",
  "method": "ωB97M-V with the def2-TZVPD basis set",
  "species": ["O", "O", "O", "C", "C", "C", "C", "C", "C", "C", "H", "H", "H", "H", "H", "H", "H", "H", "H", "H", "H", "H"],
  "xyz": [[-1.556, 1.007, -0.241], [0.495, -1.145, 1.173], [-1.714, 0.855, 2.573], [-0.227, -1.876, 0.184], [1.829, 0.225, -0.397], [-0.064, 0.738, -0.346], [0.275, -1.585, -1.236], [0.726, 0.202, 0.839], [0.673, -0.113, -1.361], [-0.637, 2.069, -0.533], [-0.512, 2.803, 0.270], [-1.297, -1.626, 0.264], [0.727, 0.246, -2.395], [-0.116, -2.937, 0.439], [-0.528, -1.831, -1.944], [1.048, 0.773, 1.716], [2.588, -0.554, -0.259], [-2.194, 0.292, 3.187], [1.143, -2.211, -1.488], [-0.715, 2.449, -1.555], [2.323, 1.188, -0.570], [-2.267, 1.031, 1.678]],
  "orbital_gap_ev": 10.1,
  "charge": 0,
  "spin_multiplicity": 1
}

=====

Stability, highest: w)

=====

w) {
  "formula": "C4H5NO2S",
  "method": "ωB97M-V with the def2-TZVPD basis set",
  "species": ["S", "O", "O", "N", "C", "C", "C", "C", "H", "H", "H", "H", "H"],
  "xyz": [[-4.159, 0.006, 0.283], [-1.480, -3.378, -0.560], [1.071, -1.613, 1.162], [0.487, -2.260, 0.113], [-2.566, 0.090, 0.214], [-0.543, -2.833, -0.126], [-1.289, 0.223, 0.353], [-0.324, 0.916, -0.594], [0.782, 0.660, -0.281], [1.586, -2.284, 1.766], [-0.489, 0.486, -1.570], [-0.488, 2.111, -0.578], [-0.902, 0.033, 1.414]],
  "smiles": "CC=C=S.O=C=NO",
  "orbital_gap_ev": 8.1,
  "charge": 0,
  "spin_multiplicity": 1
}

=====

x) {
  "formula": "C4H5NO2S",
  "method": "ωB97M-V with the def2-TZVPD basis set",
  "species": ["S", "O", "O", "N", "C", "C", "C", "C", "H", "H", "H", "H", "H"],
  "xyz": [[3.988, 0.545, -0.530], [1.234, 0.865, -0.530], [4.844, -0.293, 0.360], [0.401, -0.783, 0.697], [1.850, -0.919, 0.675], [-0.021, 0.268, 0.145], [2.411, 0.192, -0.130], [-1.259, 0.924, -0.039], [1.953, -1.885, 0.169], [-1.997, 0.709, 0.741], [-1.176, 1.972, -0.170], [2.315, -1.054, 1.561], [-1.832, 0.694, -1.087]],
  "orbital_gap_ev": [8.6, 8.6],
  "charge": 0,
  "spin_multiplicity": 1
}

=====

y) {
  "formula": "C4H5NO2S",
  "method": "ωB97M-V with the def2-TZVPD basis set",
  "species": ["S", "O", "O", "N", "C", "C", "C", "C", "H", "H", "H", "H", "H"],
  "xyz": [[-2.131, 2.605, 1.291], [0.060, -0.622, -0.524], [0.196, 1.051, 1.005], [-2.776, 1.217, 0.558], [-1.916, 0.403, 0.027], [2.162, -1.734, -1.031], [-0.497, 0.365, 0.163], [1.529, -0.761, -0.419], [-0.862, 2.453, 1.237], [1.581, -2.594, -1.484], [1.878, 0.056, 0.281], [3.228, -1.846, -0.943], [-2.453, -0.595, -0.162]],
  "smiles": "C=COC(=O)/C=N\\S",
  "orbital_gap_ev": 8.6,
  "charge": 0,
  "spin_multiplicity": 1
}

=====

z) {
  "formula": "C4H5NO2S",
  "method": "ωB97M-V with the def2-TZVPD basis set",
  "species": ["S", "O", "O", "N", "C", "C", "C", "C", "H", "H", "H", "H", "H"],
  "xyz": [[-1.639, -0.474, 0.983], [-2.347, -1.355, 0.061], [2.153, 0.249, -0.574], [-0.072, 0.639, -0.203], [0.958, -1.210, 0.851], [-0.333, 1.615, -1.279], [-0.128, -1.326, 1.619], [1.060, -0.064, -0.121], [-0.409, -1.928, 2.474], [-0.996, 1.236, -1.943], [1.925, -1.599, 0.962], [0.540, 1.783, -2.007], [-0.712, 2.435, -0.822]],
  "orbital_gap_ev": 8.3,
  "charge": 0,
  "spin_multiplicity": 1
}

=====

Stability, highest: y)